Entry 1:
C19H27F2IOSi | the ωB97M-V functional and the def2-TZVPD basis

Structure (XYZ):
```
51
Properties=species:S:1:pos:R:3:forces:R:3:mulliken_charge:R:1
C 4.6583 -5.2574 -0.9679 0.180 0.206 -0.049 -0.77
O 4.6750 -3.8969 -1.3668 -0.030 0.019 -0.069 -0.36
C 5.0289 -3.0056 -0.3326 -0.135 0.063 -0.084 -0.41
C 4.8879 -1.5786 -0.8242 0.442 -0.025 0.298 -0.49
C 5.0818 -0.5997 0.3472 -0.098 -0.288 0.072 -0.85
Si 3.5437 -0.3111 1.4067 0.158 0.299 -0.101 0.35
C 1.9431 -0.7491 0.5069 -0.062 -0.356 0.431 -0.71
C 1.5382 -2.2047 0.2516 -0.417 0.301 -0.500 -0.10
C 0.0708 -2.2856 -0.1879 0.345 0.147 0.319 -1.23
I 1.7604 -3.4887 1.9658 0.078 -0.103 0.012 0.02
H 3.6333 -5.6223 -0.9577 -0.086 -0.120 0.059 0.25
H 5.1006 -5.3855 0.0208 -0.047 -0.029 0.098 0.36
H 5.2526 -5.8355 -1.6734 -0.052 -0.085 -0.100 0.26
H 4.3914 -3.1719 0.5436 -0.036 -0.011 0.081 0.13
H 6.0667 -3.1774 -0.0219 0.054 -0.036 0.065 0.50
H 3.9163 -1.4547 -1.2976 -0.031 0.038 -0.157 0.29
H 5.6658 -1.4053 -1.5682 -0.130 0.016 -0.203 0.36
H 5.4727 0.3531 -0.0064 -0.112 0.108 -0.040 0.38
H 5.8530 -1.0048 1.0095 0.098 0.063 0.008 0.37
H 3.4684 1.1402 1.7213 -0.063 -0.021 -0.049 -0.25
H 3.6588 -0.9963 2.7085 -0.048 -0.091 -0.004 -0.12
H 1.9529 -0.2628 -0.4723 0.019 0.115 -0.061 0.45
H 1.1298 -0.2756 1.0652 0.002 0.095 0.051 0.26
H 2.1546 -2.6321 -0.5348 0.242 -0.194 0.201 0.30
H -0.5712 -2.2340 0.6873 -0.183 0.013 -0.013 0.30
H -0.1414 -3.2018 -0.7296 -0.044 -0.091 -0.038 0.39
H -0.1528 -1.4132 -0.7985 -0.067 -0.059 -0.245 0.32
F -1.7800 0.2906 0.3877 0.001 0.041 0.011 -0.28
C -2.7454 0.1762 1.3276 -0.032 -0.021 0.072 0.46
C -3.9915 0.7067 1.0664 0.004 0.024 -0.087 -0.59
C -4.9762 0.5876 2.0356 0.023 -0.036 0.056 -0.36
C -4.7044 -0.0521 3.2374 -0.021 0.001 0.009 -0.54
C -3.4411 -0.5763 3.4727 -0.039 0.027 -0.016 -0.47
C -2.4458 -0.4652 2.5126 0.097 -0.034 0.015 -0.20
H -4.1801 1.2051 0.1271 0.005 0.008 -0.021 0.47
H -5.9593 0.9977 1.8481 -0.005 0.017 -0.011 0.38
H -5.4763 -0.1413 3.9897 -0.004 -0.003 0.007 0.37
H -3.2250 -1.0729 4.4089 0.009 -0.014 0.006 0.36
H -1.4541 -0.8663 2.6774 0.001 0.011 -0.015 0.39
F -5.1475 3.2668 -0.6704 -0.046 0.012 -0.020 -0.30
C -4.4745 4.1052 -1.4899 0.057 0.034 -0.027 0.50
C -3.3443 4.7334 -1.0096 0.045 -0.008 0.097 -0.43
C -2.6543 5.5891 -1.8555 -0.029 -0.004 -0.049 -0.29
C -3.0999 5.8034 -3.1523 0.013 0.014 -0.012 -0.57
C -4.2407 5.1576 -3.6080 0.038 0.021 0.033 -0.29
C -4.9395 4.2969 -2.7742 -0.085 -0.045 -0.043 -0.53
H -3.0176 4.5511 0.0053 -0.013 -0.018 -0.001 0.43
H -1.7640 6.0887 -1.4985 0.008 0.006 0.014 0.35
H -2.5582 6.4723 -3.8069 0.002 0.004 -0.007 0.37
H -4.5910 5.3234 -4.6177 -0.007 -0.007 -0.013 0.35
H -5.8288 3.7798 -3.1081 -0.004 -0.003 0.020 0.41
```
Positions in Å, forces in eV/Å.

Output
Structure (SMILES): COCCC[SiH2]C[C@H](C)I.Fc1ccccc1.Fc1ccccc1

Entry 2:
C40H40ClHfN3O7P2S | the ωB97M-V functional and the def2-TZVPD basis

Structure (XYZ):
```
95
Properties=species:S:1:pos:R:3:forces:R:3:mulliken_charge:R:1
Hf -0.0577 -0.3962 0.0840 -2.538 -1.502 -0.898 1.15
O 0.1679 -2.2172 -0.9644 0.002 -0.750 -0.145 -0.56
P 0.9217 -2.4609 -2.2681 0.696 -0.722 -1.322 1.12
C 1.6316 -0.9427 -3.0395 -0.556 0.052 0.247 -2.09
P 0.3384 0.3565 -3.0596 0.534 0.340 -1.240 1.35
O -0.4670 0.2828 -1.7713 0.120 0.118 -0.950 0.56
C -0.7506 -0.0537 -4.4342 0.306 0.357 0.278 0.69
C -2.1123 -0.1687 -4.1794 0.022 0.117 0.179 -0.29
C -2.9731 -0.5472 -5.1935 -0.034 -0.011 -0.071 -0.78
C -2.4805 -0.8049 -6.4628 0.051 0.058 0.065 -0.64
C -1.1240 -0.6737 -6.7211 0.067 0.094 -0.073 -0.93
C -0.2566 -0.2967 -5.7122 -0.017 0.119 -0.024 -0.39
C 1.0843 1.9971 -3.1632 -0.233 -0.484 -0.090 0.49
C 1.6978 2.5160 -2.0226 0.119 -0.062 0.157 -1.31
C 2.2200 3.7982 -2.0461 -0.061 -0.098 0.079 -0.71
C 2.1257 4.5635 -3.2001 -0.039 -0.047 -0.068 -0.69
C 1.5281 4.0408 -4.3364 0.026 0.081 0.012 -0.81
C 1.0030 2.7593 -4.3212 -0.048 -0.133 -0.037 -0.76
C -0.2181 -3.1375 -3.4949 0.257 -0.043 0.424 0.34
C 0.1827 -3.3370 -4.8130 -0.008 -0.078 0.087 -0.52
C -0.7016 -3.8847 -5.7242 0.103 -0.034 0.014 -0.72
C -1.9783 -4.2482 -5.3228 0.034 -0.026 0.093 -0.67
C -2.3668 -4.0761 -4.0039 -0.040 -0.062 -0.033 -0.72
C -1.4876 -3.5276 -3.0875 0.061 0.019 0.136 -0.35
C 2.3425 -3.5713 -2.0958 -0.425 0.277 0.040 1.06
C 2.3431 -4.5656 -1.1217 -0.165 0.104 0.106 -0.55
C 3.3949 -5.4642 -1.0501 -0.066 -0.021 0.081 -0.96
C 4.4365 -5.3924 -1.9612 -0.078 0.051 0.014 -0.61
C 4.4316 -4.4155 -2.9425 -0.003 -0.005 -0.024 -0.85
C 3.3914 -3.5078 -3.0118 -0.023 0.149 0.031 -0.57
H 1.8909 -1.1755 -4.0707 -0.042 -0.058 -0.109 1.45
H 2.5296 -0.6204 -2.5086 -0.189 0.008 -0.017 0.77
H -2.4888 0.0517 -3.1908 -0.080 -0.027 0.101 0.28
H -4.0291 -0.6384 -4.9946 -0.119 0.001 0.028 0.48
H -3.1526 -1.1011 -7.2541 -0.050 -0.024 -0.060 0.47
H -0.7424 -0.8693 -7.7110 0.047 0.005 -0.106 0.50
H 0.7972 -0.1834 -5.9231 0.148 -0.040 -0.082 0.50
H 1.7898 1.9049 -1.1300 0.119 0.157 -0.101 0.64
H 2.7055 4.1940 -1.1655 0.051 0.020 0.046 0.56
H 2.5200 5.5677 -3.2125 0.066 0.083 -0.025 0.44
H 1.4657 4.6346 -5.2340 -0.026 0.064 -0.100 0.47
H 0.5209 2.3540 -5.1975 -0.066 0.037 -0.144 0.45
H 1.1861 -3.0858 -5.1255 0.099 0.040 -0.103 0.39
H -0.3925 -4.0359 -6.7471 0.035 -0.021 -0.085 0.49
H -2.6600 -4.6876 -6.0349 -0.074 -0.018 -0.060 0.46
H -3.3512 -4.3826 -3.6880 -0.124 -0.044 0.044 0.50
H -1.7672 -3.4159 -2.0506 -0.092 0.016 0.062 0.46
H 1.5123 -4.6357 -0.4297 -0.011 -0.080 0.053 0.49
H 3.3984 -6.2256 -0.2863 -0.018 -0.087 0.072 0.45
H 5.2512 -6.0955 -1.9117 0.102 -0.110 0.040 0.44
H 5.2401 -4.3586 -3.6529 0.096 0.020 -0.087 0.46
H 3.4186 -2.7466 -3.7751 0.019 0.088 -0.108 0.29
N 1.1928 -1.7778 1.5991 0.634 -0.264 -0.111 -0.53
C 2.3941 -0.9507 1.8196 0.636 0.334 -0.124 -0.67
C 2.6931 -0.0629 0.5893 1.713 -0.123 1.358 0.70
O 3.6788 0.6200 0.5425 -0.318 -0.088 -0.054 -0.58
O 1.8136 -0.1538 -0.3775 0.999 0.311 -0.639 -0.51
H 0.8763 -2.1257 2.5067 -0.147 0.109 -0.386 0.29
H 1.4582 -2.6016 1.0496 -0.151 0.191 0.263 0.16
H 3.2946 -1.5411 2.0222 -0.168 0.109 0.014 0.52
H 2.2246 -0.2796 2.6663 0.083 -0.121 -0.141 0.31
C -3.9324 3.4510 1.6764 -0.558 -0.209 0.360 -0.88
N -2.6760 3.7693 1.0592 0.733 -0.232 -0.538 0.30
C -2.0158 4.9620 1.1727 0.593 0.489 -0.085 -0.52
C -0.7963 4.8156 0.6074 -0.161 0.345 0.246 -0.52
N -0.7226 3.5282 0.1373 -0.538 -0.013 0.289 0.38
C -1.8762 2.8942 0.4280 0.213 -0.149 -0.201 -0.09
S -2.2940 1.2989 0.0413 -0.995 -0.235 -0.294 -0.42
H -3.7546 3.2247 2.7285 -0.087 -0.037 -0.011 0.30
H -4.3659 2.5822 1.1838 0.016 0.128 0.039 0.32
H -4.6132 4.2960 1.5999 0.057 -0.003 -0.061 0.38
H -2.4578 5.8200 1.6355 -0.083 0.120 0.118 0.49
H 0.0122 5.5091 0.5246 0.159 0.163 -0.069 0.48
H 0.0810 3.0988 -0.3001 -0.245 0.072 -0.012 0.07
C -3.3110 -1.7352 -0.5008 -0.072 0.120 0.118 -0.74
C -3.1179 -2.6437 0.6773 0.397 0.285 0.118 1.25
C -3.8679 -3.8044 0.8131 0.091 -0.084 0.242 -1.22
C -3.7344 -4.6179 1.9315 0.225 0.373 0.005 0.01
Cl -4.7045 -6.0220 2.0897 -0.053 -0.130 -0.008 -0.17
C -2.8316 -4.2776 2.9320 -0.219 -0.095 -0.103 -1.10
C -2.0780 -3.1269 2.8122 0.242 0.354 -0.253 -0.85
C -2.2162 -2.3167 1.6930 -0.445 -0.710 -0.141 -0.03
O -1.4474 -1.1335 1.5606 -0.879 -0.643 0.857 1.43
C -1.6062 -0.2072 2.6498 0.023 1.137 0.760 -0.50
C -0.7422 1.0555 2.3793 -1.328 0.272 1.446 0.35
O -0.9555 2.0717 2.9868 0.117 -0.383 -0.068 -0.62
O 0.1979 0.8867 1.4958 1.389 1.273 1.467 -0.80
H -3.8133 -2.2532 -1.3146 0.109 -0.030 -0.090 0.54
H -2.3565 -1.3302 -0.8718 -0.397 -0.146 -0.142 -0.14
H -3.9459 -0.8945 -0.2113 0.116 0.051 -0.096 0.69
H -4.5888 -4.0679 0.0565 -0.080 -0.036 -0.148 0.51
H -2.7351 -4.8950 3.8084 0.009 -0.126 0.107 0.51
H -1.3927 -2.8658 3.6043 0.082 0.035 0.093 0.43
H -1.2785 -0.6330 3.6061 0.031 -0.176 -0.275 0.47
H -2.6566 0.0919 2.7527 0.305 -0.129 -0.176 0.25
```
Positions in Å, forces in eV/Å.

Output
Total charge: +2
Relative energy (zero: lowest compared OMol25 entry of this formula, charge and spin): 0.00 kcal/mol

Entry 3:
C8H16NO7Pd | the ωB97M-V functional and the def2-TZVPD basis

Structure (XYZ):
```
33
Properties=species:S:1:pos:R:3:forces:R:3:mulliken_charge:R:1
Pd -0.0024 -0.0012 -0.3169 0.001 0.000 0.740 1.08
C -1.3869 2.2826 0.4606 0.108 0.263 -0.078 -0.55
C -2.1383 1.0975 1.0261 -0.211 -0.047 -0.054 -0.16
O -1.9650 -0.0083 0.0646 -0.106 -0.115 -0.098 -0.60
C -2.2743 -1.3851 0.4784 -0.278 0.112 -0.056 -0.52
C -1.0829 -2.1408 1.0264 0.057 -0.203 -0.069 -0.06
O 0.0089 -1.9650 0.0492 0.113 -0.137 -0.073 -0.61
C 1.3852 -2.2836 0.4591 -0.109 -0.263 -0.077 -0.55
C 2.1389 -1.0975 1.0193 0.212 0.046 -0.056 -0.16
O 1.9616 0.0065 0.0566 0.106 0.115 -0.097 -0.60
C 2.2726 1.3841 0.4667 0.278 -0.112 -0.057 -0.52
C 1.0834 2.1408 1.0182 -0.058 0.204 -0.070 -0.06
O -0.0123 1.9633 0.0457 -0.112 0.137 -0.071 -0.61
H -1.3682 3.0905 1.1915 0.061 -0.014 0.013 0.42
H -1.8537 2.6381 -0.4560 0.009 -0.001 -0.006 0.39
H -3.1977 1.3598 1.0506 -0.014 -0.105 0.009 0.50
H -1.7799 0.7862 2.0017 0.161 -0.022 0.044 0.21
H -2.6351 -1.8481 -0.4381 0.000 0.002 -0.003 0.37
H -3.0802 -1.3755 1.2118 0.020 0.072 0.017 0.42
H -1.3504 -3.1992 1.0484 0.113 -0.017 0.001 0.48
H -0.7398 -1.7982 1.9980 0.000 0.162 0.049 0.13
H 1.8483 -2.6408 -0.4587 -0.009 0.000 -0.006 0.39
H 1.3694 -3.0902 1.1916 -0.061 0.014 0.013 0.42
H 3.1984 -1.3598 1.0399 0.014 0.105 0.008 0.50
H 1.7846 -0.7845 1.9959 -0.162 0.023 0.042 0.21
H 2.6297 1.8455 -0.4521 0.000 -0.002 -0.003 0.37
H 3.0815 1.3758 1.1969 -0.020 -0.072 0.017 0.42
H 1.3510 3.1992 1.0372 -0.113 0.017 0.000 0.48
H 0.7443 1.7999 1.9918 0.000 -0.162 0.046 0.13
O 0.3465 -1.0247 4.5511 0.041 0.097 -0.114 -0.58
N 0.0063 0.0033 3.9766 -0.198 -0.062 0.323 0.72
O -0.3514 1.0260 4.5499 0.094 -0.056 -0.115 -0.58
O 0.0037 0.0018 2.6806 0.062 0.019 -0.220 -0.52
```
Positions in Å, forces in eV/Å.

Output
Total charge: +1
Relative energy (zero: lowest compared OMol25 entry of this formula, charge and spin): 37.61 kcal/mol

Entry 4:
C3H9NO2S2 | the ωB97M-V functional and the def2-TZVPD basis

Structure (XYZ):
```
17
Properties=species:S:1:pos:R:3:forces:R:3:mulliken_charge:R:1
N 0.4402 0.5745 -2.2396 0.711 0.503 1.369 -0.54
C -0.1849 -0.4829 -1.5601 -1.447 1.152 -1.628 0.04
C -1.6402 -0.3543 -1.4215 0.187 -1.693 -1.914 0.03
O -2.3180 0.6862 -1.3328 0.012 0.845 -0.328 -0.73
C -0.7090 -0.5990 -0.0555 3.494 -0.372 1.877 -0.98
S 2.0615 -0.3601 0.2764 -2.070 -0.283 1.114 -0.08
S 1.6092 -0.6569 2.2584 0.931 0.166 -0.517 -0.16
H 1.2337 0.9295 -1.7053 -0.089 0.160 -0.498 0.23
H -0.2127 1.3393 -2.3949 0.038 -0.091 0.063 0.31
H 0.2143 -1.4586 -1.7727 -0.221 -0.312 -0.220 0.45
H -2.0759 -1.3029 -1.7502 -0.761 -0.383 0.839 0.31
H -0.6009 -1.5693 0.4130 -0.309 -0.174 -0.267 0.41
H -0.7514 0.1940 0.6665 -0.261 0.594 -0.235 0.47
H 2.2668 -1.8222 2.3470 -0.167 -0.121 0.210 0.19
H -2.7685 1.6132 0.1008 -0.470 0.377 0.564 0.43
H -3.4466 2.7220 1.0208 0.031 0.042 -0.292 0.29
O -3.0269 1.8609 1.0201 0.390 -0.412 -0.136 -0.67
```
Positions in Å, forces in eV/Å.

Output
Relative energy (zero: lowest compared OMol25 entry of this formula, charge and spin): 136.67 kcal/mol

Entry 5:
C19H27N2O6S | the ωB97M-V functional and the def2-TZVPD basis

Structure (XYZ):
```
55
Properties=species:S:1:pos:R:3:forces:R:3:mulliken_charge:R:1
O -0.3009 -0.5542 5.7452 -0.400 -0.131 -0.006 -0.66
O -2.4224 -0.3557 0.5235 -0.258 0.131 0.822 -0.71
O 1.0544 1.4385 -5.7107 -0.350 -1.316 -0.382 -0.62
O -3.5799 -1.5526 5.2002 0.160 0.184 -0.566 -0.74
O -1.0604 -1.6145 -0.6788 0.513 -0.552 -0.183 -0.72
O 0.6214 -0.7642 -5.9822 -0.085 0.398 0.611 -0.40
S -2.2458 0.3411 -4.8591 0.093 -0.171 -0.557 -0.33
C -0.0417 0.0263 4.7019 0.613 -0.367 1.143 0.61
C -1.5736 -1.2698 0.4071 0.077 0.382 -0.684 0.51
C 0.7048 0.3659 -5.2414 0.666 1.972 0.584 -0.31
C -3.1088 -0.5137 4.7461 0.663 -1.788 0.464 0.15
C 5.3949 0.7282 -3.0024 -0.322 -0.137 0.012 -0.37
C 4.9111 0.0375 -4.1175 -0.331 0.027 0.390 -0.74
C 4.5661 0.9271 -1.8939 -0.233 -0.214 -0.386 -0.62
C 3.6003 -0.4519 -4.1227 0.271 0.356 0.398 -0.09
C 3.2511 0.4488 -1.9079 0.403 0.046 -0.400 -0.26
C 2.7533 -0.2385 -3.0239 0.217 -0.049 -0.038 0.12
N -3.4221 0.6369 5.3568 -0.134 1.657 -0.101 -0.12
N -0.8795 0.1576 3.6763 -1.173 0.298 -0.596 0.13
C 1.3124 0.6693 4.5240 0.018 -0.060 -0.117 -1.22
C -3.0478 1.9911 4.9533 0.182 -0.615 0.053 -0.76
C -1.6132 0.8098 -2.2988 0.179 0.044 0.224 -1.83
C -1.0662 -1.9996 1.6592 -0.604 0.135 0.570 -0.63
C 1.3167 -0.7158 -3.0387 0.159 0.076 0.136 -0.94
C -1.0986 -0.0314 -3.4653 -0.531 0.122 0.647 0.39
C 0.3913 0.3047 -3.7451 -0.423 -0.982 -0.590 0.80
C -1.9848 -1.9181 2.8945 0.095 0.036 0.136 -0.93
C -2.1822 -0.5139 3.5052 -0.061 -0.151 -0.099 -0.06
H 0.7831 -0.4642 -6.8864 0.049 -0.049 -0.170 0.39
H -3.4174 0.1698 -4.2090 0.447 -0.002 0.090 0.16
H 6.4125 1.1059 -2.9954 -0.089 -0.035 -0.001 0.36
H 5.5504 -0.1214 -4.9800 -0.044 0.010 0.080 0.35
H 4.9371 1.4584 -1.0232 -0.018 -0.050 -0.080 0.36
H 3.2334 -0.9914 -4.9903 -0.019 0.017 0.084 0.39
H 2.6057 0.6178 -1.0503 0.028 -0.068 -0.093 0.45
H -3.9943 0.5245 6.1779 0.048 -0.107 -0.084 0.27
H -0.5348 0.6353 2.8604 -0.097 -0.056 -0.122 0.29
H 1.9391 0.4110 5.3759 -0.107 0.051 -0.074 0.33
H 1.1902 1.7477 4.4650 0.161 0.165 -0.098 0.31
H 1.7675 0.2939 3.6095 0.159 0.153 -0.113 0.31
H -2.0088 2.1815 5.2255 0.019 0.214 -0.066 0.18
H -3.6861 2.7176 5.4564 -0.016 -0.125 -0.030 0.33
H -3.1640 2.1077 3.8744 0.032 0.078 0.057 0.27
H -2.5904 0.4435 -1.9709 0.344 0.037 0.185 0.55
H -1.7158 1.8572 -2.5962 0.049 -0.029 -0.184 0.50
H -0.9234 0.7679 -1.4524 -0.242 -0.222 0.012 0.24
H -0.0731 -1.6239 1.9165 0.110 0.014 -0.126 0.09
H -0.9461 -3.0581 1.4162 0.085 0.103 -0.080 0.38
H 1.2489 -1.6910 -3.5318 -0.081 0.132 -0.002 0.43
H 0.9799 -0.8590 -2.0072 -0.220 0.013 -0.132 0.30
H -1.1884 -1.0945 -3.2113 0.012 0.277 -0.077 0.36
H 0.6015 1.2977 -3.3373 -0.012 -0.072 -0.376 0.36
H -2.9605 -2.3239 2.6237 -0.037 0.082 0.131 0.41
H -1.5589 -2.5674 3.6610 -0.136 -0.010 0.173 0.38
H -2.7371 0.0684 2.7741 0.173 0.152 -0.390 0.62
```
Positions in Å, forces in eV/Å.

Output
Total charge: -1

Number 1: E_HOMO -0.338 Ha, E -43601.0518 eV, maximum force 0.7 eV/Å. Number 2: E_HOMO -0.472 Ha, E -104170.5793 eV, maximum force 3.1 eV/Å. Number 3: E_HOMO -0.434 Ha, E -27843.7615 eV, maximum force 0.7 eV/Å. Number 4: E_HOMO -0.304 Ha, E -30507.4374 eV, maximum force 4.0 eV/Å. Number 5: E_HOMO -0.186 Ha, E -46245.3196 eV, maximum force 2.2 eV/Å.